(1)
DFT (ωB97M-V/def2-TZVPD) results for a cluster of 4 separate species, C25H46ClN3O10PS in total at a distorted geometry.

Geometry as ORCA input:
```
! wB97M-V def2-TZVPD RIJCOSX def2/J DEFGRID3
* xyz 1 1
Cl 0.392 -0.774 0.297
S -3.875 -0.472 2.652
P -3.794 -2.264 2.008
O 2.908 -1.352 -4.355
O 3.719 -0.223 -6.099
O 5.747 -1.212 -0.045
O -3.912 -3.382 3.112
O -3.706 2.660 3.368
O -4.907 -2.695 0.984
O -2.610 3.440 1.590
O 5.018 -2.290 -1.923
O -2.856 6.925 3.934
O -1.949 8.223 2.354
N -0.581 -2.056 -0.337
N -2.916 -1.271 -0.533
N -2.187 -2.507 1.258
C -4.744 4.433 2.235
C -0.116 6.895 1.699
C -1.216 -3.270 2.049
C 1.983 -2.986 -1.493
C -3.559 3.494 2.323
C -4.978 2.889 4.013
C -0.394 -2.388 3.017
C 3.633 -1.308 -5.308
C 4.591 -0.489 -7.218
C -1.900 -1.944 0.122
C -2.617 0.134 -0.856
C 5.087 -1.206 -1.092
C 5.479 -1.639 -6.763
C -1.094 6.042 2.507
C -1.000 8.065 1.283
C 3.128 -3.766 -2.101
C -0.427 -2.235 -1.801
C -2.061 7.071 3.051
C 1.113 -2.653 2.856
C 4.327 0.002 -1.554
C 0.635 -3.263 -2.139
C 4.429 -3.464 -1.373
C -5.367 4.309 3.624
C -0.804 -2.671 4.489
C 4.545 -2.403 -5.825
H 1.431 -3.402 3.568
H 4.212 -3.299 -0.321
H 0.292 -4.257 -1.866
H 5.868 -2.231 -7.588
H 4.789 0.886 -1.140
H -4.895 5.023 4.298
H 5.147 0.415 -7.450
H 6.327 -1.250 -6.199
H 2.183 -1.923 -1.585
H 1.675 -1.740 2.997
H -3.532 0.674 -1.044
H 1.914 -3.188 -0.425
H -4.855 2.759 5.084
H -1.500 -1.907 4.825
H -5.688 2.144 3.644
H -0.542 -3.810 1.399
H 0.735 -3.241 -3.221
H -6.441 4.479 3.648
H -1.735 -4.015 2.631
H 2.943 -4.836 -2.046
H -1.658 5.351 1.882
H 0.336 6.380 0.854
H -1.936 0.253 -1.691
H 5.067 -2.883 -5.002
H -0.615 -1.341 2.849
H 3.936 -3.136 -6.356
H -2.150 0.594 0.005
H 5.116 -4.301 -1.408
H -1.553 7.860 0.365
H -0.227 -1.283 -2.281
H 4.318 0.089 -2.633
H -0.450 8.995 1.162
H -3.269 -1.781 -1.331
H 3.972 -0.753 -8.078
H -1.369 -2.634 -2.164
H -1.244 -3.656 4.598
H 3.307 -0.041 -1.192
H 1.350 -3.002 1.856
H -4.653 -3.424 0.404
H 0.688 7.248 2.346
H -3.308 -3.196 3.843
H -4.415 5.445 2.012
H 3.220 -3.471 -3.140
H -0.611 5.501 3.316
H -5.409 4.076 1.447
H 0.066 -2.571 5.120
*
```

The highest occupied orbital energy is -11.6 eV. For the calculated total energy, the calculation gives -84258.466 eV. Its gap between HOMO and LUMO is 7.336 eV.

(2)
DFT (ωB97M-V/def2-TZVPD) results for a structure of composition C31H25FIrN3Se2 at a distorted geometry.

Geometry as ORCA input:
```
! wB97M-V def2-TZVPD RIJCOSX def2/J DEFGRID3
* xyz 0 5
Ir -0.945 0.129 0.285
Se 1.631 0.269 -0.166
Se -1.619 -0.161 -3.067
F 0.980 6.536 0.526
N -0.677 0.970 2.145
N -0.921 -1.487 -4.021
N -1.134 -0.967 -1.385
C -1.958 -2.770 3.379
C -0.509 3.768 -1.245
C 1.999 0.804 -1.943
C -3.474 -3.113 1.586
C 0.820 -2.064 3.842
C 2.743 0.235 -4.101
C 0.636 -4.306 -1.474
C 2.347 -0.189 -2.810
C -0.468 4.912 1.352
C -2.061 1.936 -0.345
C -0.524 -2.476 -3.209
C -1.174 3.749 1.086
C 2.343 2.551 -3.547
C -2.781 -2.163 0.825
C -1.669 -1.469 1.324
C -3.039 -3.433 2.850
C 2.152 -0.079 4.391
C 0.177 5.521 0.263
C 0.047 -3.125 -0.909
C -0.533 -2.181 -1.785
C 0.601 -4.569 -2.901
C 1.293 0.731 3.679
C 1.963 2.165 -2.261
C 1.945 -1.477 4.344
C 0.206 0.203 3.025
C 0.023 -3.628 -3.743
C -0.058 -1.199 3.154
C 2.780 1.558 -4.408
C -1.249 3.166 -0.192
C -1.271 -1.779 2.628
C 0.108 5.006 -1.008
H 2.960 0.378 4.897
H 3.138 -0.372 -4.854
H -1.707 3.265 1.892
H 0.005 -2.949 0.099
H 0.635 -3.101 3.836
H 0.825 -4.974 -0.614
H -0.366 3.251 -2.196
H 1.534 1.785 3.586
H 0.345 -3.734 -4.724
H -2.865 1.855 0.372
H 1.109 -5.461 -3.126
H 2.982 1.860 -5.391
H 0.517 5.624 -1.764
H -4.397 -3.595 1.245
H 2.380 -1.236 -2.534
H -2.490 1.927 -1.281
H -3.171 -1.801 -0.098
H 1.803 2.833 -1.452
H -1.537 -2.989 4.362
H -0.247 1.934 2.128
H 2.706 -2.111 4.838
H 2.502 3.565 -3.840
H -0.257 5.316 2.363
H -1.537 1.164 2.582
H -3.596 -4.009 3.506
*
```

The highest occupied orbital energy (alpha / beta) is -6.4 / -7.7 eV. For the calculated total energy, the calculation gives -173266.668 eV. Its relative energy (zero: lowest compared OMol25 entry of this formula, charge and spin) is 10.8 kcal per mole. Its gap between HOMO and LUMO (alpha / beta) is 6.553 / 5.200 eV.

(3)
DFT (ωB97M-V/def2-TZVPD) results for a cluster of 2 separate species, C9H14 in total at a distorted geometry.

Geometry as ORCA input:
```
! wB97M-V def2-TZVPD RIJCOSX def2/J DEFGRID3
* xyz 0 1
C -0.060 -1.713 0.821
C 1.135 -0.579 -0.872
C 0.172 4.406 0.625
C 0.843 -0.676 0.437
C -0.807 -2.357 -0.107
C -0.051 -2.046 2.312
C -0.914 4.356 -0.424
C 0.424 -1.285 -1.904
C -0.566 -2.157 -1.458
H 0.080 5.155 1.454
H -0.966 -2.646 -2.357
H -0.559 3.828 -1.437
H -1.754 3.724 -0.055
H -1.352 5.414 -0.686
H 0.137 3.493 1.123
H 1.121 4.369 0.084
H -0.704 -1.539 3.025
H -0.457 -3.084 2.444
H 1.029 -2.180 2.641
H 1.715 0.252 -1.288
H 1.457 -0.238 1.206
H -1.338 -3.321 0.114
H 0.530 -0.921 -2.857
*
```

The highest occupied orbital energy is -9.0 eV. For the calculated total energy, the calculation gives -9558.384 eV. Its relative energy (zero: lowest compared OMol25 entry of this formula, charge and spin) is 41.5 kcal per mole. Its gap between HOMO and LUMO is 9.976 eV. As for the SMILES: Cc1ccccc1.CC.

(4)
DFT (ωB97M-V/def2-TZVPD) results for a structure of composition C4HGaO2 at a distorted geometry.

Geometry as ORCA input:
```
! wB97M-V def2-TZVPD RIJCOSX def2/J DEFGRID3
* xyz 1 2
Ga -3.905 -2.619 -1.264
O -2.072 1.276 -0.169
O -2.493 -1.551 -1.434
C -1.942 -0.634 -0.899
C -0.193 -0.242 0.698
C -1.085 0.192 -0.301
C 0.653 -0.564 1.563
H -2.276 1.583 -1.061
*
```

The highest occupied orbital energy (alpha / beta) is -14.5 / -14.5 eV. For the calculated total energy, the calculation gives -60618.888 eV. Its relative energy (zero: lowest compared OMol25 entry of this formula, charge and spin) is 12.1 kcal per mole. Its gap between HOMO and LUMO (alpha / beta) is 7.865 / 7.175 eV.